No. 1
Molecular formula: C42H40Cl2N4O3PdTe
Method: DFT, wB97M-V/def2-TZVPD

## Properties
Gap between HOMO and LUMO   5.3384 eV
HOMO   -1.48 eV
LUMO level   0.142 hartree
Charge   -2

Geometry (Å):
Pd: -2.241 -0.549 1.384
Cl: -7.564 -2.146 5.568
C: -6.620 -2.728 4.209
C: -6.288 -4.072 4.178
C: -5.568 -4.594 3.137
Cl: -5.187 -6.319 3.132
C: -5.139 -3.765 2.074
C: -4.397 -4.244 0.972
C: -4.022 -3.380 -0.015
C: -4.377 -2.024 0.112
N: -5.066 -1.534 1.119
C: -5.465 -2.381 2.097
C: -6.277 -1.781 3.191
O: -6.618 -0.592 3.201
H: -6.607 -4.716 4.988
H: -4.138 -5.293 0.923
H: -3.453 -3.717 -0.872
H: -4.074 -1.320 -0.661
C: 5.719 0.941 -2.095
C: 4.273 1.116 -1.719
C: 3.739 2.349 -1.392
C: 2.395 2.518 -1.087
C: 1.898 3.891 -0.876
O: 0.849 4.330 -1.304
C: 2.780 4.841 -0.073
C: 3.562 4.387 0.983
C: 4.306 5.286 1.738
C: 4.282 6.638 1.427
C: 3.499 7.095 0.372
C: 2.743 6.199 -0.366
C: 1.469 1.396 -1.008
O: 0.286 1.551 -0.636
C: 2.059 0.097 -1.344
C: 3.400 0.028 -1.692
C: 1.297 -1.183 -1.281
N: 0.110 -1.281 -0.848
C: -0.577 -2.558 -0.863
C: -0.424 -3.379 0.408
Te: -0.874 -2.350 2.253
C: 1.107 -1.579 2.440
C: 1.421 -0.340 1.890
C: 2.728 0.123 1.920
C: 3.727 -0.638 2.516
C: 3.415 -1.865 3.083
C: 2.106 -2.335 3.042
C: 2.066 -2.410 -1.726
C: 2.035 -2.850 -3.042
C: 2.724 -3.993 -3.425
C: 3.463 -4.705 -2.490
C: 3.507 -4.265 -1.173
C: 2.813 -3.126 -0.794
H: 6.255 1.889 -2.006
H: 5.840 0.592 -3.125
H: 6.224 0.216 -1.450
H: 4.387 3.221 -1.402
H: 3.573 3.332 1.217
H: 4.900 4.927 2.570
H: 4.867 7.338 2.012
H: 3.474 8.151 0.132
H: 2.102 6.533 -1.172
H: 3.816 -0.942 -1.937
H: -0.262 -3.195 -1.706
H: -1.637 -2.331 -0.990
H: 0.594 -3.756 0.526
H: -1.109 -4.227 0.384
H: 0.636 0.235 1.404
H: 2.974 1.062 1.441
H: 4.749 -0.278 2.531
H: 4.191 -2.460 3.551
H: 1.861 -3.301 3.471
H: 1.463 -2.288 -3.771
H: 2.685 -4.328 -4.454
H: 4.002 -5.597 -2.787
H: 4.084 -4.811 -0.436
H: 2.855 -2.774 0.232
C: -2.537 1.694 -2.572
C: -3.378 2.506 -1.577
C: -2.655 3.801 -1.225
C: -4.750 2.812 -2.172
N: -3.650 1.767 -0.344
N: -2.502 1.451 0.442
H: -2.378 2.267 -3.489
H: -3.049 0.764 -2.835
H: -1.564 1.451 -2.146
H: -2.566 4.424 -2.118
H: -1.642 3.613 -0.868
H: -3.216 4.350 -0.467
H: -4.646 3.357 -3.113
H: -5.341 3.405 -1.474
H: -5.297 1.889 -2.377
H: -4.107 0.890 -0.555
H: -2.418 2.142 1.177
H: -1.630 1.432 -0.099

=====

No. 2
Molecular formula: C42H40Cl3N13O3STi
Method: DFT, wB97M-V/def2-TZVPD

## Properties
Gap between HOMO and LUMO (alpha / beta)   5.3272 / 7.6907 eV
<S²>   2.0139
Energy relative to the best compared isomer or geometry (same formula, charge and spin)   117.1 kJ/mol
HOMO (alpha / beta)   -5.48 / -7.93 eV
Spin multiplicity   3
LUMO level (alpha / beta)   -0.006 / -0.009 hartree

Geometry (Å):
Ti: -0.879 -0.854 0.927
O: -4.626 -2.636 0.756
C: -3.661 -1.881 0.742
N: -2.504 -1.978 1.410
C: -2.409 -2.950 2.475
C: -1.298 -2.501 3.396
C: -1.142 -3.004 4.681
C: -0.053 -2.602 5.431
C: 0.850 -1.699 4.889
C: 0.601 -1.203 3.624
N: -0.460 -1.584 2.902
C: -3.738 -0.569 -0.034
C: -4.801 -0.295 -0.877
C: -4.842 0.945 -1.494
C: -3.828 1.860 -1.244
C: -2.804 1.497 -0.383
N: -2.763 0.304 0.207
H: -2.180 -3.962 2.113
H: -3.355 -3.025 3.025
H: -1.857 -3.721 5.061
H: 0.095 -2.994 6.429
H: 1.729 -1.377 5.426
H: 1.269 -0.494 3.151
H: -5.553 -1.057 -1.019
H: -5.655 1.196 -2.163
H: -3.823 2.841 -1.698
H: -1.976 2.168 -0.181
Cl: 1.581 6.147 -1.992
C: 1.376 4.590 -2.734
C: 0.216 3.872 -2.506
C: 0.081 2.626 -3.097
C: 1.077 2.068 -3.899
C: 0.954 0.717 -4.581
C: -0.448 0.093 -4.637
N: -0.831 -0.650 -3.439
C: -1.468 -1.876 -3.439
C: -1.652 -2.214 -2.133
N: -1.114 -1.227 -1.339
C: -0.652 -0.317 -2.152
O: 1.909 -0.242 -4.186
C: 2.424 -0.259 -2.847
C: 3.826 0.254 -2.803
C: 4.870 -0.256 -3.512
Cl: 4.820 -1.582 -4.605
S: 6.328 0.590 -3.249
C: 5.568 1.638 -2.132
C: 4.249 1.347 -1.990
C: 2.195 2.862 -4.156
Cl: 3.405 2.338 -5.281
C: 2.366 4.105 -3.568
H: -0.567 4.285 -1.887
H: -0.849 2.093 -2.942
H: 1.195 0.912 -5.634
H: -0.428 -0.647 -5.436
H: -1.209 0.834 -4.894
H: -1.715 -2.381 -4.354
H: -2.113 -3.094 -1.717
H: -0.147 0.570 -1.821
H: 2.370 -1.299 -2.511
H: 1.826 0.330 -2.155
H: 6.145 2.376 -1.604
H: 3.592 1.854 -1.298
H: 3.254 4.683 -3.771
O: 0.875 -0.654 0.463
N: 1.857 0.311 0.653
C: 3.013 -0.309 1.050
C: 4.033 0.558 1.511
N: 4.845 1.274 1.916
C: 3.193 -1.704 1.127
N: 3.352 -2.848 1.201
C: -3.357 3.121 2.490
N: -2.288 2.206 2.845
C: -2.742 0.964 3.441
C: -1.074 2.221 2.199
N: -0.502 1.112 1.862
N: -0.534 3.460 1.950
C: 0.658 3.542 1.119
C: -0.645 4.535 2.926
H: -4.141 2.595 1.933
H: -2.980 3.927 1.868
H: -3.810 3.551 3.386
H: -3.416 1.203 4.266
H: -1.892 0.408 3.830
H: -3.274 0.329 2.724
H: 0.482 1.253 1.602
H: 1.568 3.294 1.677
H: 0.746 4.557 0.732
H: 0.591 2.845 0.285
H: -1.360 4.276 3.699
H: -0.959 5.465 2.448
H: 0.326 4.705 3.402
N: 1.542 -7.503 3.260
C: 1.414 -6.720 2.430
C: 1.252 -5.725 1.397
C: 1.754 -5.915 0.117
C: 1.569 -4.905 -0.807
C: 0.896 -3.759 -0.414
N: 0.393 -3.579 0.807
C: 0.583 -4.545 1.693
H: 2.286 -6.822 -0.133
H: 1.963 -4.984 -1.810
H: 0.791 -2.924 -1.096
H: 0.213 -4.379 2.699

=====

No. 3
Molecular formula: C42H40FGeN3O6W
Method: DFT, wB97M-V/def2-TZVPD

## Properties
Gap between HOMO and LUMO (alpha / beta)   6.1014 / 6.0980 eV
Energy relative to the best compared isomer or geometry (same formula, charge and spin)   93.8 kJ/mol
HOMO (alpha / beta)   -17.51 / -17.51 eV
LUMO level (alpha / beta)   -0.419 / -0.420 hartree
Charge   +4

Geometry (Å):
W: -0.256 0.178 -2.179
O: 1.992 -0.096 -2.487
C: 2.646 1.364 -2.918
C: 1.235 1.868 -2.635
O: 0.850 1.874 -1.439
O: 0.313 1.576 -3.502
C: 3.045 1.281 -4.354
C: 2.608 2.235 -5.276
C: 3.089 2.208 -6.577
C: 3.972 1.210 -6.969
C: 4.400 0.255 -6.056
C: 3.960 0.303 -4.741
C: 3.708 1.702 -1.930
C: 4.786 2.463 -2.385
C: 5.788 2.845 -1.506
C: 5.733 2.449 -0.179
C: 4.667 1.678 0.274
C: 3.651 1.315 -0.590
H: 2.322 -0.741 -3.132
H: 1.925 3.023 -4.983
H: 2.784 2.969 -7.283
H: 4.345 1.185 -7.984
H: 5.114 -0.500 -6.360
H: 4.368 -0.392 -4.013
H: 4.846 2.769 -3.421
H: 6.615 3.442 -1.865
H: 6.526 2.731 0.501
H: 4.637 1.354 1.305
H: 2.835 0.706 -0.228
C: -5.132 -0.365 3.968
C: -4.602 0.914 3.346
N: -3.461 0.651 2.418
C: -3.718 0.595 1.123
C: -2.741 0.324 0.174
C: -3.157 0.271 -1.237
O: -4.261 0.346 -1.656
O: -2.100 0.095 -2.135
C: -1.434 0.125 0.600
O: -0.473 -0.108 -0.294
C: -1.132 0.176 1.977
C: 0.179 -0.022 2.466
C: 0.414 0.039 3.798
F: 1.648 -0.205 4.244
C: -0.607 0.306 4.760
C: -1.896 0.493 4.271
C: -2.172 0.433 2.900
N: -0.307 0.315 6.102
C: -1.386 0.305 7.084
C: -0.920 -0.250 8.421
N: 0.337 0.452 8.918
C: 0.848 1.476 7.943
C: 0.995 0.831 6.580
H: -5.957 -0.119 4.635
H: -4.373 -0.894 4.544
H: -5.515 -1.039 3.203
H: -4.267 1.644 4.079
H: -5.367 1.405 2.748
H: -4.740 0.769 0.810
H: 0.992 -0.247 1.790
H: -2.692 0.709 4.963
H: -2.170 -0.367 6.739
H: -1.840 1.294 7.215
H: -0.690 -1.311 8.348
H: -1.696 -0.114 9.170
H: 1.068 -0.244 9.078
H: 0.168 0.888 9.827
H: 1.809 1.835 8.306
H: 0.146 2.307 7.943
H: 1.738 0.031 6.626
H: 1.379 1.592 5.903
Ge: -0.287 -2.417 -3.172
C: -1.534 -3.536 -2.299
C: -1.005 -4.578 -1.525
C: -1.860 -5.488 -0.925
C: -3.233 -5.365 -1.100
C: -3.763 -4.332 -1.866
C: -2.921 -3.414 -2.467
C: -0.615 -0.956 -4.401
C: 0.509 -0.741 -5.260
C: 0.382 -0.130 -6.480
C: -0.881 0.301 -6.892
C: -2.015 0.073 -6.105
C: -1.889 -0.551 -4.891
H: 1.180 -2.826 -3.198
H: 0.066 -4.702 -1.414
H: -1.457 -6.305 -0.343
H: -3.895 -6.093 -0.650
H: -4.832 -4.259 -2.014
H: -3.347 -2.630 -3.081
H: 1.489 -1.113 -4.983
H: 1.245 0.005 -7.116
H: -0.982 0.805 -7.846
H: -2.992 0.378 -6.455
H: -2.783 -0.718 -4.301

=====

No. 4
Molecular formula: C42H40I2N15O4RuS
Method: DFT, wB97M-V/def2-TZVPD

## Properties
Gap between HOMO and LUMO (alpha / beta)   4.1250 / 4.6523 eV
<S²>   1.1621
Energy relative to the best compared isomer or geometry (same formula, charge and spin)   531.3 kJ/mol
HOMO (alpha / beta)   -11.72 / -11.77 eV
Spin multiplicity   2
LUMO level (alpha / beta)   -0.279 / -0.261 hartree
Charge   +2

Geometry (Å):
Ru: 0.676 1.712 0.656
C: 3.108 -3.251 -1.679
N: 2.473 -2.239 -0.865
C: 2.410 -0.916 -1.049
N: 1.562 -0.388 -0.182
C: 1.122 -1.452 0.525
N: 1.664 -2.580 0.141
C: 2.019 -4.137 -2.239
C: 1.931 -5.486 -1.928
C: 0.876 -6.246 -2.412
C: -0.103 -5.673 -3.200
C: -0.016 -4.318 -3.516
C: 1.046 -3.556 -3.036
C: -1.038 -3.676 -4.308
N: -2.155 -4.166 -4.760
N: -2.803 -3.192 -5.381
C: -2.075 -2.116 -5.305
O: -0.930 -2.366 -4.622
C: -2.344 -0.768 -5.737
C: -3.524 -0.407 -6.384
C: -3.750 0.927 -6.667
C: -2.843 1.905 -6.280
C: -1.665 1.545 -5.644
C: -0.697 2.551 -5.068
N: -0.652 2.311 -3.644
C: 0.314 1.809 -2.870
N: -0.148 1.628 -1.642
C: -1.430 2.062 -1.721
N: -1.757 2.459 -2.918
C: -1.410 0.208 -5.401
H: 3.806 -3.835 -1.076
H: 3.654 -2.743 -2.477
H: 2.975 -0.375 -1.780
H: 0.386 -1.385 1.301
H: 2.687 -5.950 -1.316
H: 0.814 -7.293 -2.167
H: -0.930 -6.249 -3.583
H: 1.102 -2.505 -3.283
H: -4.245 -1.168 -6.633
H: -4.662 1.215 -7.162
H: -3.062 2.946 -6.461
H: -1.053 3.569 -5.240
H: 0.309 2.431 -5.479
H: 1.315 1.623 -3.201
H: -2.116 2.078 -0.897
H: -0.491 -0.083 -4.913
I: -1.058 5.683 -2.329
C: -0.824 5.668 -0.257
C: -1.489 6.576 0.548
C: -1.258 6.614 1.909
I: -2.378 7.956 3.078
C: -0.317 5.735 2.512
C: 0.114 5.794 3.850
C: 1.011 4.863 4.314
C: 1.436 3.840 3.462
N: 1.066 3.762 2.203
C: 0.254 4.715 1.709
C: 0.024 4.663 0.274
O: 0.562 3.774 -0.433
H: -2.192 7.268 0.108
H: -0.251 6.579 4.495
H: 1.388 4.902 5.323
H: 2.103 3.079 3.845
N: 2.878 1.146 1.892
C: 2.533 0.194 2.953
C: 3.735 -0.192 3.832
C: 3.478 -0.761 5.238
C: 2.358 -1.805 5.470
N: 1.728 -2.379 4.288
C: 0.425 -2.363 4.008
N: -0.038 -3.203 3.070
N: -0.421 -1.549 4.624
C: 1.239 0.712 3.653
O: 1.102 0.672 4.871
O: 0.324 1.031 2.848
H: 3.610 0.772 1.291
H: 3.236 2.008 2.298
H: 2.192 -0.717 2.445
H: 4.361 0.691 3.986
H: 4.328 -0.910 3.254
H: 3.263 0.066 5.913
H: 4.426 -1.196 5.560
H: 1.584 -1.346 6.080
H: 2.771 -2.636 6.048
H: 2.298 -3.038 3.776
H: 0.550 -3.897 2.640
H: -1.019 -3.225 2.844
H: -0.056 -0.701 5.069
H: -1.394 -1.534 4.357
N: -2.172 2.309 2.659
C: -2.224 1.086 2.112
N: -1.648 0.768 0.989
C: -2.012 -0.489 0.562
C: -1.653 -1.096 -0.637
C: -2.099 -2.372 -0.906
C: -2.906 -3.063 -0.011
C: -3.303 -2.470 1.174
C: -2.857 -1.186 1.445
S: -3.227 -0.169 2.826
H: -1.438 2.918 2.316
H: -2.427 2.422 3.627
H: -1.043 -0.551 -1.336
H: -1.822 -2.836 -1.838
H: -3.241 -4.058 -0.255
H: -3.963 -2.983 1.855

=====

What did we get for calculated total energy? Answer: -92125.1480 -141235.2758 -121980.3854 -104349.3511 eV, in the order shown.